[1]
DFT (ωB97M-V/def2-TZVPD) results for 2 unconnected molecules or ions with the total composition C4H12.

- ΔE to the lowest compared entry with this formula, charge and spin (kcal per mole) = 3.8
- SMILES = CC.CC
- highest occupied orbital energy (eV) = -11.77
- LUMO level (eV) = 1.173
- Kohn-Sham gap (eV) = 12.94

Cartesian coordinates (Å):
1 C 0.53677 -0.83757 1.83288
2 C -0.91049 -1.27800 2.02881
3 H 0.70718 0.07227 2.40367
4 H 1.21651 -1.59860 2.21021
5 H 0.79924 -0.61100 0.79930
6 H -1.21010 -2.10483 1.37673
7 H -1.61301 -0.45860 1.85928
8 H -1.05777 -1.63482 3.05088
9 C 0.29285 1.78342 -1.72049
10 C 0.09092 0.31020 -2.11421
11 H 0.99937 2.26788 -2.38835
12 H -0.64413 2.33330 -1.68657
13 H 0.71927 1.81502 -0.72077
14 H -0.94358 0.06861 -2.35471
15 H 0.40138 -0.37135 -1.32607
16 H 0.64003 -0.02393 -2.99556

=====

[2]
DFT (ωB97M-V/def2-TZVPD) results for a molecular structure, C5H7N3 at a distorted geometry.

- ΔE to the lowest compared entry with this formula, charge and spin (kcal per mole) = 168.2
- highest occupied orbital energy (eV) = -8.59
- LUMO level (eV) = 0.100
- Kohn-Sham gap (eV) = 8.69

Cartesian coordinates (Å):
1 C -2.34115 0.45895 -0.05147
2 C 0.46993 -0.43847 0.13512
3 C 1.88534 -0.88798 0.00124
4 C 2.91962 0.04245 -0.08312
5 C 0.37496 0.93872 0.16588
6 H -1.62599 1.56355 -0.64054
7 H -2.71051 0.81770 1.26717
8 H -3.33034 0.44753 -0.65884
9 H -2.19366 -1.87254 -0.21883
10 H 2.00757 -1.91597 -0.04319
11 H 2.84319 1.24106 -0.16021
12 H 3.93895 -0.31770 0.16365
13 N -1.86316 -0.97389 0.00318
14 N -0.49005 -1.21855 0.09183
15 N 0.11530 2.11513 0.02816

=====

[3]
DFT (ωB97M-V/def2-TZVPD) results for 12 unconnected molecules or ions with the total composition C34H97N5O19 at a distorted geometry.

- ΔE to the lowest compared entry with this formula, charge and spin (kcal per mole) = 151.6
- SMILES = COC[C@H](C)N.COC[C@H](C)N.COC[C@H](C)N.COC[C@H](C)N.COC[C@H](C)N.OCCO.OCCO.OCCO.OCCO.OCCO.OCCO.OCCO
- highest occupied orbital energy (eV) = -8.98
- LUMO level (eV) = 0.195
- Kohn-Sham gap (eV) = 9.18

Cartesian coordinates (Å):
1 C 4.10523 -16.69579 -22.55403
2 O 3.19707 -16.11750 -23.43113
3 C 2.75583 -16.96376 -24.52909
4 C 3.59694 -17.00315 -25.73404
5 C 3.07516 -17.78362 -26.91425
6 N 4.97864 -17.57952 -25.51906
7 H 4.24862 -16.00468 -21.72342
8 H 5.06236 -16.96273 -23.00206
9 H 3.76569 -17.66571 -22.19065
10 H 2.58217 -17.95932 -24.12069
11 H 1.77730 -16.68245 -24.91823
12 H 3.71851 -15.97771 -26.08305
13 H 3.33648 -18.83629 -26.80616
14 H 3.61968 -17.41672 -27.78428
15 H 2.02873 -17.59545 -27.15449
16 H 5.09386 -18.25399 -24.77615
17 H 5.51678 -16.82684 -25.11413
18 C 1.54820 -11.64610 -18.03536
19 O 1.41190 -12.23288 -16.70648
20 C 2.17957 -11.52437 -15.67614
21 C 1.35114 -10.80401 -14.56071
22 C 2.33529 -10.27955 -13.56331
23 N 0.49379 -11.69237 -13.90606
24 H 1.00103 -12.27208 -18.74024
25 H 2.58380 -11.36466 -18.22621
26 H 1.16918 -10.62412 -18.03674
27 H 2.88035 -12.18444 -15.16496
28 H 2.81094 -10.76397 -16.13577
29 H 0.65812 -10.06043 -14.95431
30 H 1.66951 -9.90893 -12.78390
31 H 2.90240 -9.38783 -13.83034
32 H 3.03247 -11.05559 -13.24740
33 H 0.21982 -12.37468 -14.59851
34 H 1.08234 -12.10003 -13.19365
35 C 1.56302 -18.49828 -20.47120
36 O 2.82510 -18.79690 -19.75198
37 C 2.95651 -20.10653 -19.25970
38 C 4.33086 -20.42214 -18.60895
39 C 4.74542 -19.50437 -17.39562
40 N 5.35890 -20.31895 -19.61050
41 H 0.79381 -18.48279 -19.69906
42 H 1.39449 -19.18051 -21.30442
43 H 1.49852 -17.56189 -21.02537
44 H 2.14572 -20.34219 -18.57036
45 H 2.91750 -20.92573 -19.97767
46 H 4.42470 -21.44901 -18.25563
47 H 5.07485 -18.51547 -17.71448
48 H 5.57375 -19.94528 -16.84103
49 H 3.84626 -19.36550 -16.79535
50 H 4.91447 -19.54123 -20.07713
51 H 5.17886 -21.12684 -20.18928
52 C -5.45475 -16.06214 -25.21308
53 O -4.24957 -16.69884 -25.17584
54 C -3.80534 -17.20721 -23.89785
55 C -2.30591 -16.99242 -23.61954
56 C -1.79645 -17.68728 -22.35149
57 N -2.01069 -15.61286 -23.67514
58 H -6.26498 -16.78769 -25.14083
59 H -5.39006 -15.42689 -26.09647
60 H -5.64291 -15.42476 -24.34912
61 H -4.52614 -16.82498 -23.17504
62 H -3.90581 -18.29169 -23.94138
63 H -1.76642 -17.57544 -24.36597
64 H -1.58575 -18.75431 -22.42331
65 H -2.45448 -17.57089 -21.49036
66 H -0.81985 -17.34731 -22.00685
67 H -2.18487 -15.16185 -24.56191
68 H -2.73506 -15.22019 -23.09103
69 C -4.51748 -7.35591 -17.42753
70 O -4.17438 -8.75671 -17.29817
71 C -3.22890 -9.27289 -18.18257
72 C -2.57291 -10.64597 -17.54945
73 C -1.77185 -11.52883 -18.45628
74 N -3.57104 -11.51865 -17.01775
75 H -5.40700 -7.07843 -16.86195
76 H -4.71519 -7.00868 -18.44165
77 H -3.70704 -6.72221 -17.06736
78 H -3.70299 -9.55770 -19.12184
79 H -2.41276 -8.58330 -18.39814
80 H -2.02610 -10.36977 -16.64788
81 H -1.03420 -10.89252 -18.94525
82 H -2.18924 -11.95475 -19.36868
83 H -1.17985 -12.24569 -17.88728
84 H -4.17723 -11.03890 -16.36778
85 H -3.19441 -12.20162 -16.37603
86 O 0.52790 -13.44153 -24.85026
87 C 0.30272 -13.16052 -26.27938
88 C -0.62397 -14.35699 -26.82310
89 O -1.94421 -14.28887 -26.34923
90 H -0.35928 -13.54980 -24.49986
91 H -0.09358 -12.20788 -26.63085
92 H 1.25502 -13.24922 -26.80220
93 H -0.25983 -15.20404 -26.24171
94 H -0.33979 -14.66024 -27.83076
95 H -2.39615 -14.90125 -26.93434
96 O -3.35906 -14.27372 -19.89863
97 C -3.41328 -14.99840 -18.65769
98 C -4.02818 -16.43152 -18.79272
99 O -5.45637 -16.48527 -18.97595
100 H -4.20696 -13.82697 -19.95414
101 H -2.44785 -14.99518 -18.15171
102 H -4.06540 -14.41400 -18.00860
103 H -3.74087 -16.92315 -17.86327
104 H -3.57487 -17.09526 -19.52895
105 H -5.93941 -15.82481 -18.47391
106 O -5.15467 -10.46526 -22.49166
107 C -4.41912 -11.42165 -23.26065
108 C -3.01504 -11.71345 -22.59029
109 O -2.12745 -10.95259 -23.33870
110 H -5.13134 -10.71924 -21.56616
111 H -5.08784 -12.25554 -23.47407
112 H -4.28489 -10.98495 -24.25029
113 H -2.67759 -12.71657 -22.85101
114 H -3.05325 -11.63988 -21.50345
115 H -2.53781 -10.08711 -23.40313
116 O -0.50199 -14.60178 -20.28370
117 C 0.09931 -13.65560 -21.08684
118 C 1.57136 -13.95230 -21.19988
119 O 2.18338 -13.40945 -22.31793
120 H -1.32698 -14.15136 -20.08846
121 H -0.37653 -13.87647 -22.04229
122 H -0.09576 -12.62678 -20.78422
123 H 1.70744 -15.02863 -21.09453
124 H 2.08746 -13.38204 -20.42752
125 H 1.95411 -13.85178 -23.13853
126 O 1.96390 -15.95383 -15.46427
127 C 1.28327 -16.81219 -16.42628
128 C 1.26776 -16.10478 -17.83814
129 O 0.25455 -15.08438 -17.65517
130 H 1.50449 -15.11483 -15.54557
131 H 1.91719 -17.69886 -16.41694
132 H 0.31241 -17.19604 -16.11296
133 H 0.84118 -16.83205 -18.52894
134 H 2.24534 -15.71283 -18.11890
135 H -0.14815 -14.99374 -18.52190
136 O 5.47081 -14.44850 -24.55813
137 C 4.98051 -13.19405 -24.52210
138 C 6.04049 -12.06569 -24.83170
139 O 6.54866 -12.33207 -26.16943
140 H 4.77006 -15.10225 -24.61445
141 H 4.03084 -13.10927 -25.05036
142 H 4.71729 -13.07730 -23.47082
143 H 6.81003 -12.03202 -24.06049
144 H 5.56601 -11.08610 -24.77371
145 H 6.96739 -13.19593 -26.16640
146 O -0.07740 -9.96581 -20.97547
147 C 0.94534 -9.04232 -21.46400
148 C 2.23097 -9.97768 -21.60489
149 O 2.10043 -10.63491 -22.90807
150 H -0.54615 -10.27209 -21.75525
151 H 0.73104 -8.59692 -22.43549
152 H 1.07403 -8.16883 -20.82482
153 H 2.39623 -10.77073 -20.87562
154 H 3.03981 -9.26253 -21.45510
155 H 2.14284 -11.58529 -22.77924

=====

[4]
DFT (ωB97M-V/def2-TZVPD) results for a molecular structure, C6H10O at a distorted geometry.

- ΔE to the lowest compared entry with this formula, charge and spin (kcal per mole) = 99.4
- highest occupied orbital energy (eV) = -8.52
- LUMO level (eV) = 0.469
- Kohn-Sham gap (eV) = 8.99

Cartesian coordinates (Å):
1 C -0.07644 2.02612 0.86745
2 C 0.33060 0.58128 0.66115
3 O -0.59295 -0.27361 1.29669
4 C -0.62740 -1.52328 0.62702
5 C -0.20334 -1.31687 -0.81196
6 C 0.04232 0.19779 -0.89871
7 C 1.24026 -1.36733 -0.99580
8 H -0.06397 2.26989 1.93102
9 H -1.08808 2.20897 0.48239
10 H 0.62362 2.69440 0.34944
11 H 1.34724 0.42612 1.08636
12 H 0.07115 -2.22263 1.09927
13 H -1.64518 -1.90371 0.71545
14 H -0.87008 -1.72138 -1.57115
15 H -0.84835 0.77992 -1.13643
16 H 0.76259 0.54645 -1.65835
17 H 1.42292 -1.21174 -2.07651

=====

[5]
DFT (ωB97M-V/def2-TZVPD) results for CIN3S in the gas phase at a distorted geometry.

- ΔE to the lowest compared entry with this formula, charge and spin (kcal per mole) = 5.3
- 2S+1 = 3
- highest occupied orbital energy (spin up / spin down) (eV) = -7.32 / -9.59
- LUMO level (spin up / spin down) (eV) = -0.721 / -3.136
- Kohn-Sham gap (spin up / spin down) (eV) = 6.60 / 6.46

Cartesian coordinates (Å):
1 C 0.31257 -0.82545 0.20160
2 N 0.16811 0.03121 1.06058
3 N -0.28936 1.26751 0.79620
4 N -0.45739 1.59374 -0.38985
5 S -0.38047 0.70220 -1.69160
6 I 0.64653 -2.76920 0.02306

=====

What is the formula in the fourth record?
C6H10O